1.
Computed, not measured: a cluster of 2 separate species, C3H9NO2 in total, with ωB97M-V with the def2-TZVPD basis set.

Summary:
- SMILES string: CNCC=O.O
- Relative energy (zero: lowest compared OMol25 entry of this formula, charge and spin): 2.178 eV
- 2S+1: 1
- E_tot: -8840.7773 eV
- Maximum force: 2.926 eV/Å
- Gap between HOMO and LUMO: 10.02 eV
- HOMO energy: -9.33 eV

Each line ends with the Mulliken charge.
Atoms and positions in Å:
C: -3.0989 0.1727 -0.9997  -0.85
N: -1.6539 -0.1838 -1.0980  -0.41
C: -0.8195 0.6961 -0.2639  -0.33
C: 0.4947 0.0368 0.0827  0.05
O: 0.5730 -1.0006 0.6829  -0.48
H: -3.7620 -0.4025 -0.3701  0.26
H: -3.1078 1.2532 -0.8474  0.36
H: -3.4336 0.1736 -2.0485  0.31
H: -1.5145 -1.1362 -0.8053  0.24
H: -1.3277 0.8888 0.6904  0.31
H: -0.6665 1.6390 -0.7889  0.27
H: 1.4104 0.6114 -0.1980  0.26
O: 4.1492 0.0704 1.3506  -0.64
H: 3.8199 0.9662 1.2353  0.31
H: 3.4091 -0.5521 1.3972  0.34



2.
Computed, not measured: a cluster of 2 separate species, C3H9NO2 in total, with ωB97M-V with the def2-TZVPD basis set.

Summary:
- SMILES string: CC(=O)O.CN
- Relative energy (zero: lowest compared OMol25 entry of this formula, charge and spin): 1.076 eV
- 2S+1: 1
- E_tot: -8841.8794 eV
- Maximum force: 1.587 eV/Å
- Gap between HOMO and LUMO: 9.81 eV
- HOMO energy: -9.07 eV

Each line ends with the Mulliken charge.
Atoms and positions in Å:
C: -2.7824 -0.1646 1.3435  -0.99
C: -1.6697 0.2570 0.4625  0.74
O: -0.8692 -0.4530 -0.0871  -0.57
O: -1.6750 1.5906 0.2468  -0.45
H: -2.4721 -0.8602 2.1222  0.29
H: -3.6099 -0.6778 0.8534  0.28
H: -3.2606 0.6531 1.8609  0.32
H: -0.9863 1.7522 -0.4116  0.33
C: 2.0607 0.0176 -1.2230  -0.28
N: 3.2273 -0.3747 -0.3958  -0.61
H: 2.0854 -0.4750 -2.1903  0.26
H: 1.8840 1.0915 -1.2154  0.18
H: 1.1861 -0.3994 -0.7193  0.05
H: 2.8843 -1.1123 0.2080  0.22
H: 3.9975 -0.8449 -0.8548  0.22



3.
Computed, not measured: a cluster of 2 separate species, C3H9NO2 in total, with ωB97M-V with the def2-TZVPD basis set.

Summary:
- SMILES string: CC=O.NCO
- Relative energy (zero: lowest compared OMol25 entry of this formula, charge and spin): 2.193 eV
- 2S+1: 1
- E_tot: -8840.7619 eV
- Maximum force: 1.864 eV/Å
- Gap between HOMO and LUMO: 10.32 eV
- HOMO energy: -9.37 eV

Each line ends with the Mulliken charge.
Atoms and positions in Å:
C: 1.3241 1.3527 1.1523  -0.88
C: 2.0707 0.6808 0.0740  0.15
O: 1.6098 0.3263 -0.9918  -0.48
H: 0.4632 1.8276 0.7093  0.22
H: 1.1689 0.8022 2.1317  0.27
H: 1.9440 2.1882 1.4998  0.36
H: 3.1906 0.6369 0.1526  0.35
N: -0.9454 -1.1684 0.8580  -0.49
C: -1.3271 -0.2596 -0.1807  -0.22
O: -2.3789 -0.7275 -1.0776  -0.54
H: -0.1902 -1.7907 0.6255  0.21
H: -1.6670 -1.6750 1.3498  0.21
H: -0.4880 -0.2172 -0.8711  0.36
H: -1.5009 0.7284 0.2517  0.19
H: -2.2514 -1.6813 -1.1016  0.29



4.
Computed, not measured: an isolated molecule of C3H9NO2, with ωB97M-V with the def2-TZVPD basis set.

Summary:
- SMILES string: NC[C@@H](O)CO
- Relative energy (zero: lowest compared OMol25 entry of this formula, charge and spin): 3.375 eV
- 2S+1: 1
- E_tot: -8839.5798 eV
- Maximum force: 6.900 eV/Å
- Gap between HOMO and LUMO: 8.90 eV
- HOMO energy: -8.08 eV

Each line ends with the Mulliken charge.
Atoms and positions in Å:
N: -0.3131 -1.6230 -1.5422  -0.62
C: 0.5107 -0.7232 -0.3975  -0.81
C: -0.5921 0.1327 0.0409  0.42
O: -1.5365 -0.5303 0.7943  -0.52
C: 0.4736 1.0909 1.1068  -0.59
O: 1.1735 2.0921 0.4204  -0.50
H: -0.9543 -2.3210 -1.1782  0.21
H: -0.4465 -1.1760 -2.4446  0.19
H: 1.2739 -0.2188 -0.9819  0.32
H: 0.8441 -1.4457 0.3414  0.36
H: -0.9732 0.8445 -0.6951  0.22
H: -2.2517 0.0738 1.0203  0.35
H: -0.2677 1.5952 1.7292  0.32
H: 1.1056 0.5006 1.7794  0.33
H: 1.9537 1.7083 0.0067  0.32



5.
Computed, not measured: a cluster of 2 separate species, C3H9NO2 in total, with ωB97M-V with the def2-TZVPD basis set.

Summary:
- SMILES string: CC(N)=O.CO
- Relative energy (zero: lowest compared OMol25 entry of this formula, charge and spin): 0.957 eV
- 2S+1: 1
- E_tot: -8841.9983 eV
- Maximum force: 0.870 eV/Å
- Gap between HOMO and LUMO: 10.55 eV
- HOMO energy: -9.89 eV

Each line ends with the Mulliken charge.
Atoms and positions in Å:
C: -0.1144 1.6058 -0.6840  -0.88
C: -0.8195 0.9496 -1.8517  0.64
N: -0.0190 0.5743 -2.8981  -0.38
O: -2.0125 0.7379 -1.8811  -0.60
H: -0.8011 1.5073 0.1458  0.27
H: -0.0500 2.6772 -0.9016  0.28
H: 0.8636 1.1750 -0.4835  0.26
H: -0.4618 0.0622 -3.6418  0.23
H: 0.9451 0.8436 -2.9946  0.19
C: 0.3057 -1.9831 2.7332  -0.50
O: 0.4761 -0.6017 2.3821  -0.48
H: -0.0901 -2.5945 1.9242  0.25
H: 1.2600 -2.4041 3.0667  0.24
H: -0.3996 -1.9796 3.5594  0.20
H: 0.9173 -0.5699 1.5250  0.27



6.
Computed, not measured: an isolated molecule of C3H9NO2, with ωB97M-V with the def2-TZVPD basis set.

Summary:
- SMILES string: OCCNCO
- Relative energy (zero: lowest compared OMol25 entry of this formula, charge and spin): 1.592 eV
- 2S+1: 1
- E_tot: -8841.3635 eV
- Maximum force: 1.908 eV/Å
- Gap between HOMO and LUMO: 10.17 eV
- HOMO energy: -9.38 eV

Each line ends with the Mulliken charge.
Atoms and positions in Å:
O: -1.9424 0.9586 -0.1085  -0.53
C: -1.0184 1.3363 0.8959  -0.63
C: 0.3660 0.7604 0.6080  -0.29
N: 0.2756 -0.7251 0.6250  -0.42
C: 1.2697 -1.3600 -0.2053  -0.45
O: 1.1729 -1.0506 -1.5996  -0.52
H: -1.8026 1.4542 -0.9190  0.31
H: -0.9497 2.4104 0.9727  0.36
H: -1.4126 0.9162 1.8225  0.31
H: 0.6070 1.0709 -0.4133  0.31
H: 1.0939 1.0376 1.3475  0.35
H: -0.6245 -0.9928 0.2282  0.27
H: 2.2714 -1.0473 0.0863  0.31
H: 1.1963 -2.4403 -0.0517  0.30
H: 0.2559 -1.2301 -1.8768  0.32



7.
Computed, not measured: a cluster of 2 separate species, C3H9NO2 in total, with ωB97M-V with the def2-TZVPD basis set.

Summary:
- SMILES string: CC(N)=O.CO
- Relative energy (zero: lowest compared OMol25 entry of this formula, charge and spin): 1.643 eV
- 2S+1: 1
- E_tot: -8841.3126 eV
- Maximum force: 3.354 eV/Å
- Gap between HOMO and LUMO: 10.65 eV
- HOMO energy: -10.03 eV

Each line ends with the Mulliken charge.
Atoms and positions in Å:
C: -1.1612 1.2948 2.1503  -0.76
C: -0.7458 0.1661 1.1883  0.58
N: 0.1583 -0.7537 1.6846  -0.37
O: -1.0867 0.1171 0.0145  -0.56
H: -0.8054 2.1629 1.6828  0.24
H: -0.7131 1.0066 3.1552  0.25
H: -2.2808 1.3804 2.1960  0.26
H: 0.5987 -1.1706 0.8723  0.18
H: 0.5901 -1.0400 2.5585  0.19
C: 0.7379 -0.3507 -2.8985  -0.44
O: 1.9103 -0.9877 -2.3716  -0.51
H: 0.5140 -0.7378 -3.8728  0.28
H: -0.1102 -0.7271 -2.2363  0.13
H: 0.7042 0.7259 -2.7116  0.23
H: 1.6898 -1.0862 -1.4117  0.30



8.
Computed, not measured: a cluster of 2 separate species, C3H9NO2 in total, with ωB97M-V with the def2-TZVPD basis set.

Summary:
- SMILES string: C[C@@H](N)C=O.O
- Relative energy (zero: lowest compared OMol25 entry of this formula, charge and spin): 1.371 eV
- 2S+1: 1
- E_tot: -8841.5838 eV
- Maximum force: 0.758 eV/Å
- Gap between HOMO and LUMO: 10.41 eV
- HOMO energy: -9.83 eV

Each line ends with the Mulliken charge.
Atoms and positions in Å:
C: 1.2992 -0.6323 0.9981  -1.18
C: 0.8917 -0.1072 -0.3682  0.58
N: 1.7643 -0.4171 -1.4779  -0.64
C: -0.5182 -0.4994 -0.7401  -0.18
O: -1.4058 -0.7036 0.0447  -0.53
H: 2.3287 -0.4016 1.2618  0.38
H: 1.1624 -1.7107 1.0705  0.29
H: 0.7139 -0.1505 1.7709  0.28
H: 0.7738 0.9901 -0.3178  0.16
H: 2.7564 -0.3458 -1.2569  0.23
H: 1.6196 -1.3308 -1.8840  0.23
H: -0.7113 -0.5230 -1.8272  0.40
O: -1.9980 2.0377 1.0547  -0.64
H: -1.5001 2.4749 1.7543  0.31
H: -1.7246 1.1123 1.0919  0.33